Molecular formula: C21H25NO3
Method: DFT, wB97M-V/def2-TZVPD

Atoms and positions in Å:
C: 5.591503 -0.901065 -0.115819
C: 4.085718 -0.957134 -0.342154
C: 3.279501 -0.595542 0.905348
C: 3.346897 0.898783 1.240466
O: 2.947658 1.750252 0.186408
C: 1.571362 1.784397 -0.112722
C: 0.735420 2.521315 0.943866
C: -0.652331 2.877768 0.412226
N: -1.398980 1.700372 0.035856
C: -1.671786 1.390680 -1.247269
O: -1.426135 2.114201 -2.184911
C: -2.318836 0.000657 -1.419215
C: -3.512547 -0.144558 -0.519553
C: -4.726208 0.447344 -0.840413
C: -5.807278 0.360922 0.017150
C: -5.685138 -0.326279 1.214178
C: -4.489986 -0.934168 1.545144
C: -3.405093 -0.845022 0.679989
O: -2.250611 -1.472544 1.073178
C: -1.270753 -1.670568 0.134901
C: -0.261496 -2.568552 0.464625
C: 0.757879 -2.818699 -0.433817
C: 0.772358 -2.182046 -1.664764
C: -0.232956 -1.289814 -1.989036
C: -1.262140 -1.021362 -1.097243
H: 5.879494 -1.552766 0.707054
H: 5.911327 0.111136 0.115541
H: 6.118228 -1.225392 -1.010339
H: 3.809630 -1.966172 -0.656029
H: 3.812176 -0.268741 -1.143593
H: 2.237520 -0.886035 0.752137
H: 3.654198 -1.151217 1.767424
H: 4.381212 1.187675 1.440795
H: 2.758209 1.095447 2.146963
H: 1.174319 0.772689 -0.271255
H: 1.508551 2.325514 -1.060719
H: 0.630339 1.903961 1.839601
H: 1.256549 3.439075 1.220691
H: -0.569195 3.492586 -0.486559
H: -1.212380 3.430698 1.173768
H: -1.588722 1.028449 0.762806
H: -2.614371 -0.071698 -2.470804
H: -4.809447 0.987997 -1.771515
H: -6.742212 0.831151 -0.245556
H: -6.523893 -0.394859 1.889833
H: -4.372997 -1.483877 2.465821
H: -0.297231 -3.056302 1.426094
H: 1.539248 -3.515660 -0.171703
H: 1.567634 -2.375441 -2.367479
H: -0.224208 -0.777552 -2.939394

Force components x, y, z for each atom (eV/Å):
-0.2204 -0.0118 -0.1279
0.0001 -0.0223 0.2218
-0.0673 0.3855 -0.3281
0.0530 -0.2304 0.1924
0.2114 0.0485 -0.0579
-0.2438 0.1166 0.0571
0.0660 -0.1355 -0.3128
0.2330 0.1718 0.1396
0.0529 0.0839 0.3240
-0.3885 -0.4403 0.1436
0.1421 0.2287 -0.4805
0.1648 0.2830 -0.0948
0.1571 -0.3147 0.1381
-0.0708 -0.0595 0.1530
-0.0571 0.0999 -0.1284
0.0677 -0.0338 0.0401
0.2229 -0.0369 -0.0112
-0.4876 0.1652 -0.2389
0.0630 0.0619 0.1294
0.3359 -0.1550 -0.4239
-0.1730 0.1166 0.0858
-0.0826 -0.0092 0.0385
0.0538 0.0403 -0.1205
0.0605 -0.1090 0.1062
-0.2532 -0.1692 0.2114
0.0879 -0.0544 0.0888
0.1222 0.1026 0.0414
0.1376 0.0007 -0.0387
-0.0351 0.0000 -0.0839
-0.0633 -0.0738 -0.0823
-0.0034 -0.0222 0.1058
-0.0355 -0.0514 0.0908
-0.0726 -0.0253 0.1052
0.0803 0.0264 -0.0356
0.0186 0.0620 -0.0512
-0.1029 -0.0845 0.0266
0.0237 0.0449 0.0920
0.0261 0.0149 0.0626
-0.0444 0.0047 0.1349
0.0517 0.0252 -0.1329
-0.0820 -0.0407 -0.1025
0.0596 0.0584 0.1584
-0.0093 0.0690 -0.1170
-0.0862 0.0407 -0.0264
-0.0714 -0.0154 0.0607
0.0077 -0.0731 0.1046
-0.0086 -0.0699 0.1112
0.0784 -0.0632 0.0283
0.0845 -0.0215 -0.0716
-0.0037 0.0717 -0.1250

Calculated total energy (Eh): -1095.71903
Kohn-Sham gap (hartree): 0.3392
Spin multiplicity: 1
Highest occupied orbital energy (eV): -8.52
Energy relative to the best compared isomer or geometry (same formula, charge and spin) (eV): 1.205